Density functional theory data (ωB97M-V/def2-TZVPD) for a cluster of 2 separate species, C5H14 in total in a non-equilibrium geometry.

## Properties
lowest unoccupied orbital energy	1.13	eV
max |F|	0.048	Eh/bohr
HOMO	-11.26	eV
SMILES	CCC.CC
E_tot	-198.8656	Ha

Each line ends with the Mulliken charge.
Atoms and positions in Å:
1 C 1.378 -0.846 0.287  0.095
2 C 1.515 -0.711 -1.232  -1.231
3 C 0.894 -2.214 0.775  -1.108
4 H 2.327 -0.565 0.746  0.356
5 H 0.716 -0.066 0.670  -0.043
6 H 0.802 -1.241 -1.862  0.351
7 H 2.525 -0.861 -1.595  0.357
8 H 1.497 -3.024 0.364  0.318
9 H 1.190 -2.279 1.832  0.320
10 H 1.160 0.298 -1.501  0.334
11 H -0.176 -2.361 0.715  0.300
12 C -1.826 2.100 0.742  -0.912
13 C -1.672 1.392 -0.577  -0.416
14 H -1.441 3.121 0.755  0.258
15 H -2.755 2.024 1.300  0.335
16 H -1.158 1.637 1.494  0.284
17 H -1.444 2.032 -1.433  0.321
18 H -2.625 0.944 -0.872  0.291
19 H -0.907 0.620 -0.608  -0.209

***

Density functional theory data (ωB97M-V/def2-TZVPD) for a cluster of 2 separate species, C5H14 in total in a non-equilibrium geometry.

## Properties
lowest unoccupied orbital energy	1.10	eV
max |F|	0.025	Eh/bohr
HOMO	-11.35	eV
SMILES	CCC.CC
E_tot	-198.8745	Ha

Each line ends with the Mulliken charge.
Atoms and positions in Å:
1 C 1.974 0.523 -0.472  -0.802
2 C 3.368 0.902 -0.980  -1.040
3 H 1.804 0.190 0.546  0.361
4 H 1.376 1.431 -0.566  0.275
5 H 1.566 -0.263 -1.106  0.304
6 H 3.668 1.868 -0.581  0.302
7 H 3.289 1.009 -2.062  0.278
8 H 4.138 0.154 -0.840  0.326
9 C -2.469 -0.406 0.304  -0.225
10 C -2.055 -1.811 0.832  -0.966
11 C -1.365 0.632 0.469  -1.010
12 H -2.658 -0.532 -0.758  0.247
13 H -3.356 -0.071 0.838  0.310
14 H -2.598 -2.007 1.752  0.264
15 H -1.055 0.631 1.496  0.366
16 H -0.519 0.490 -0.190  0.056
17 H -0.974 -1.841 0.932  0.273
18 H -2.413 -2.546 0.119  0.295
19 H -1.721 1.646 0.268  0.385

***

Density functional theory data (ωB97M-V/def2-TZVPD) for a cluster of 2 separate species, C5H14 in total in a non-equilibrium geometry.

## Properties
lowest unoccupied orbital energy	1.10	eV
max |F|	0.061	Eh/bohr
HOMO	-10.75	eV
SMILES	CCC.CC
E_tot	-198.8322	Ha

Each line ends with the Mulliken charge.
Atoms and positions in Å:
1 C 1.814 -0.564 1.405  -0.090
2 C 2.400 -0.701 0.017  -1.334
3 C 0.277 -0.563 1.257  -0.722
4 H 2.165 0.344 1.958  0.297
5 H 2.158 -1.541 2.001  0.195
6 H 2.062 0.095 -0.619  0.316
7 H 3.388 -0.961 -0.008  0.399
8 H -0.165 0.451 1.192  0.150
9 H -0.273 -1.104 2.052  0.296
10 H 1.842 -1.540 -0.342  0.375
11 H 0.224 -1.180 0.275  0.073
12 C -2.714 0.919 -1.735  -1.021
13 C -1.542 0.875 -0.784  -0.621
14 H -2.867 1.989 -1.878  0.279
15 H -2.677 0.240 -2.601  0.292
16 H -3.737 0.735 -1.336  0.294
17 H -0.788 1.677 -0.977  0.308
18 H -1.785 1.105 0.204  0.390
19 H -0.958 -0.111 -0.876  0.124